1.
Here is C36H24BrIN9O7Ti as an isolated structure at a distorted geometry from the OMol25 dataset. Energies are from ωB97M-V with the def2-TZVPD basis set.

Properties
- M: 949.319 g/mol
- E: -166730.0615 eV
- Strongest force on any atom: 2.569 eV/A
- Relative energy (zero: lowest compared OMol25 entry of this formula, charge and spin): 1.268 eV
- Lowest unoccupied orbital energy: 1.924 eV
- Orbital gap: 7.5 eV
- E_HOMO: -5.54 eV

Structure (ORCA input):
```
! wB97M-V def2-TZVPD RIJCOSX def2/J DEFGRID3
* xyz -1 1
I -3.486 -7.161 0.670
Br 1.988 2.373 -2.879
Ti -0.523 0.488 0.289
O 1.123 2.532 1.477
O 0.847 -3.444 3.589
O -0.084 -1.140 -0.545
O 0.712 0.022 1.576
O -1.259 -1.233 -2.441
O 0.398 1.896 -0.521
O -2.092 0.577 -0.562
N 1.870 -0.610 -2.200
N -2.125 3.982 1.064
N 3.562 -2.023 -2.290
N -1.473 1.725 1.618
N 4.863 -0.493 -0.054
N -0.734 -1.491 2.473
N -1.565 -0.983 1.507
N 3.048 0.752 0.088
N -2.089 5.614 -0.745
C -5.780 -1.236 -0.792
C -4.200 0.406 -1.555
C -3.644 -1.010 0.338
C 3.016 -0.934 -1.658
C 2.581 -2.607 4.985
C -4.905 -1.605 0.207
C 3.660 5.754 -1.207
C 1.413 -1.119 3.507
C 3.333 4.714 -2.056
C 2.194 -0.060 3.956
C 3.318 -1.539 5.462
C -3.261 0.019 -0.578
C -1.747 2.812 1.254
C -1.397 -4.952 0.534
C 1.594 -2.406 4.025
C -0.893 -1.692 -1.372
C 3.092 5.817 0.057
C -2.080 4.803 0.076
C 2.449 3.724 -1.642
C 3.128 -0.263 4.954
C 5.064 0.402 0.964
C -2.735 -1.480 1.351
C 3.925 1.153 1.033
C -5.419 -0.217 -1.672
C 2.251 4.806 0.477
C -3.247 -4.630 -0.989
C -0.818 -3.784 0.066
C 1.097 2.631 0.255
C 1.929 3.735 -0.355
C 2.683 -2.379 -3.277
C -1.448 -3.030 -0.916
C 3.614 -0.238 -0.558
C 0.416 -0.842 2.453
C -2.664 -3.459 -1.438
C -2.605 -5.356 -0.005
C 1.651 -1.485 -3.203
H 4.042 -1.709 6.246
H 2.029 0.909 3.507
H -3.066 -2.305 1.993
H 4.429 -2.492 -2.081
H -3.144 -2.857 -2.195
H 5.977 0.434 1.522
H 4.347 6.523 -1.536
H 0.752 -1.426 -3.783
H 3.683 1.949 1.708
H 2.753 -3.606 5.355
H -0.909 -5.533 1.303
H -6.733 -1.733 -0.901
H 0.132 -3.454 0.460
H 5.527 -1.178 -0.372
H 0.118 -3.064 3.051
H 2.866 -3.215 -3.921
H -4.183 -4.965 -1.409
H 1.823 4.810 1.469
H 3.308 6.649 0.712
H -6.099 0.084 -2.459
H -3.901 1.197 -2.229
H 3.712 0.562 5.334
H -5.180 -2.390 0.900
H 3.747 4.671 -3.052
*
```

Mulliken population analysis, charges in e, atoms 1 to 8: I 0.025; Br -0.124; Ti -1.008; O -0.593; O -0.698; O 0.231; O 0.568; O -0.634


2.
Here is C36H25Br2F5N3O3SY as an isolated structure at a distorted geometry from the OMol25 dataset. Energies are from ωB97M-V with the def2-TZVPD basis set.

Properties
- M: 923.385 g/mol
- E: -213907.1971 eV
- Strongest force on any atom: 2.965 eV/A
- Relative energy (zero: lowest compared OMol25 entry of this formula, charge and spin): 0.882 eV
- Lowest unoccupied orbital energy: -0.252 eV
- Orbital gap: 7.3 eV
- E_HOMO: -7.59 eV

Structure (ORCA input):
```
! wB97M-V def2-TZVPD RIJCOSX def2/J DEFGRID3
* xyz 0 1
Y -0.421 0.298 0.447
Br 4.645 -4.516 0.889
Br 4.203 1.090 0.612
S 0.069 2.703 1.510
F 0.759 -0.002 2.606
F 1.042 3.799 6.400
F 0.353 4.490 3.920
F 1.427 -0.675 5.089
F 1.581 1.229 7.020
O 1.394 0.409 -0.373
O -2.480 0.473 1.254
O -1.437 -1.436 1.507
N -4.818 0.304 -0.112
N 0.221 -1.979 -0.682
N -1.552 1.484 -1.348
C 1.162 0.597 4.801
C 2.119 -0.659 -0.107
C -4.860 -0.994 0.373
C -5.621 0.877 -1.127
C -3.903 -2.813 1.675
C -2.515 3.247 -3.248
C 0.513 2.272 3.144
C -2.763 3.462 -1.902
C -0.368 -3.140 -0.846
C 3.600 -2.986 0.489
C 1.569 -4.349 -0.077
C 1.525 -1.956 -0.249
C -2.523 -0.797 1.351
C -7.085 2.183 -3.088
C -5.676 0.331 -2.417
C 0.811 0.981 3.528
C -6.547 0.425 -4.797
C -6.994 2.734 -1.817
C -1.768 2.142 -3.630
C -1.761 -3.146 -1.412
C 0.611 3.207 4.166
C 1.243 1.557 5.778
C -5.006 -3.608 1.429
C -6.023 -3.105 0.618
C 3.422 -0.602 0.338
C 4.167 -1.757 0.627
C -6.438 0.987 -3.397
C -6.275 2.073 -0.836
C -1.296 1.295 -2.650
C 0.966 2.865 5.452
C -4.856 -0.890 -2.752
C -3.806 -1.523 1.154
C -2.273 2.555 -0.986
C 0.284 -4.354 -0.528
C 2.258 -3.123 0.061
C -5.957 -1.825 0.100
H -4.706 -0.991 -3.828
H -1.538 1.942 -4.672
H -7.348 0.922 -5.345
H -0.256 -5.285 -0.648
H -3.876 -0.808 -2.274
H -5.076 -4.603 1.852
H -6.215 2.470 0.173
H -6.768 -1.435 -0.509
H -2.446 2.681 0.077
H -2.075 -4.158 -1.672
H -6.757 -0.647 -4.791
H -7.668 2.687 -3.857
H -5.305 -1.820 -2.385
H -5.619 0.572 -5.361
H -2.478 -2.746 -0.691
H -3.336 4.316 -1.558
H -2.897 3.936 -3.993
H -1.800 -2.529 -2.311
H -6.895 -3.718 0.401
H -0.695 0.430 -2.903
H -4.185 0.914 0.376
H 5.193 -1.663 0.958
H 2.074 -5.274 0.171
H -7.501 3.667 -1.587
H -3.072 -3.185 2.265
*
```

Mulliken population analysis, charges in e, atoms 1 to 8: Y 0.558; Br -0.227; Br -0.140; S -0.567; F -0.051; F -0.292; F -0.344; F -0.292